No. 1
Density functional theory data (the ωB97M-V functional and the def2-TZVPD basis) for a molecular structure, C32H27BrClN2O2Os.

The geometry in XYZ format:
```
66
Properties=species:S:1:pos:R:3:lowdin_charge:R:1
Os -0.621 -0.240 -0.239 1.416
Br 0.658 1.790 -0.948 1.052
C 2.408 1.023 -1.025 -0.488
C 3.540 1.719 -1.317 -0.063
C 4.754 1.006 -1.354 -0.043
C 4.787 -0.340 -1.124 -0.002
C 3.603 -1.058 -0.837 -0.146
C 3.583 -2.462 -0.643 0.020
C 2.414 -3.129 -0.418 -0.040
C 1.200 -2.422 -0.347 -0.068
C 1.146 -1.048 -0.488 -0.327
C 2.379 -0.357 -0.771 -0.217
H 3.515 2.781 -1.517 0.120
H 5.668 1.537 -1.579 0.118
H 5.728 -0.873 -1.169 0.124
H 4.520 -3.004 -0.688 0.129
H 2.418 -4.202 -0.287 0.117
H 0.276 -2.961 -0.162 0.109
C -2.471 3.335 3.036 -0.074
C -1.493 3.073 1.889 -0.212
C -0.143 2.611 2.377 -0.208
C 0.751 3.543 2.891 -0.028
C 2.009 3.162 3.324 -0.052
C 2.386 1.830 3.271 -0.026
C 1.523 0.857 2.781 -0.179
C 1.902 -0.596 2.883 -0.195
C 1.447 -1.199 4.215 -0.067
C 0.268 1.274 2.324 -0.230
N -0.610 0.306 1.723 -0.124
C -1.642 -0.167 2.426 -0.017
C -2.533 -1.034 1.787 -0.299
C -3.722 -1.702 2.129 0.015
C -4.157 -2.334 0.972 -0.042
C -3.238 -2.023 -0.041 -0.085
N -2.262 -1.243 0.442 -0.124
H -3.456 3.606 2.658 0.079
H -2.116 4.146 3.671 0.080
H -2.582 2.455 3.672 0.068
H -1.352 3.992 1.316 0.118
H -1.925 2.350 1.194 0.086
H 0.456 4.585 2.933 0.123
H 2.697 3.904 3.705 0.112
H 3.361 1.529 3.635 0.122
H 2.986 -0.687 2.788 0.118
H 1.465 -1.165 2.064 0.076
H 1.730 -0.560 5.051 0.083
H 1.887 -2.183 4.373 0.078
H 0.361 -1.315 4.244 0.065
H -1.747 0.115 3.469 0.151
H -4.204 -1.704 3.092 0.121
H -5.045 -2.932 0.860 0.109
H -3.229 -2.317 -1.079 0.122
Cl -4.083 -1.517 -7.968 0.702
C -3.119 -1.171 -6.578 -0.660
C -3.731 -0.672 -5.435 -0.088
C -2.958 -0.412 -4.319 -0.015
C -1.582 -0.623 -4.356 -0.141
C -0.982 -1.109 -5.514 -0.002
C -1.750 -1.394 -6.628 -0.084
C -0.721 -0.323 -3.183 -0.537
O 0.464 -0.094 -3.240 0.051
O -1.392 -0.398 -2.019 -0.265
H -4.797 -0.496 -5.429 0.110
H -3.419 -0.031 -3.419 0.117
H 0.089 -1.252 -5.537 0.125
H -1.300 -1.779 -7.531 0.111
```

Properties
Total charge: +1
Energy (Ha): -4620.272232
Lowest unoccupied orbital energy (alpha / beta) (Ha): -0.1907 / -0.2024
2S+1: 1
E_HOMO (alpha / beta) (eV): -11.2 / -11.2
Energy relative to the best compared isomer or geometry (same formula, charge and spin) (eV): 0.7054


No. 2
Density functional theory data (the ωB97M-V functional and the def2-TZVPD basis) for C2H3N3O2 in the gas phase at a distorted geometry.

The geometry in XYZ format:
```
10
Properties=species:S:1:pos:R:3:lowdin_charge:R:1
N 1.780 -0.512 0.122 0.161
C 0.455 -0.257 0.028 -0.393
C -0.266 0.884 0.031 0.091
N -1.687 0.367 -0.014 -0.316
O -2.672 1.080 -0.005 -0.011
N -1.664 -0.907 -0.055 0.107
O -0.372 -1.328 -0.029 0.026
H 2.430 0.213 -0.122 0.112
H 2.055 -1.467 -0.041 0.113
H -0.060 1.926 0.086 0.109
```

Properties
Total charge: 0
Energy (Ha): -392.624831
SMILES string: Nc1c[n+]([O-])no1
Lowest unoccupied orbital energy (Ha): 0.0184
2S+1: 1
E_HOMO (eV): -9.4
Energy relative to the best compared isomer or geometry (same formula, charge and spin) (eV): 4.5909


No. 3
Density functional theory data (the ωB97M-V functional and the def2-TZVPD basis) for C5H7NOS in the gas phase at a distorted geometry.

The geometry in XYZ format:
```
15
Properties=species:S:1:pos:R:3:lowdin_charge:R:1
C -0.961 -0.263 -0.879 0.140
C 0.234 -0.691 -0.191 -0.399
C 0.354 -2.226 -0.049 -0.084
C 1.104 0.290 0.071 -0.858
S 2.625 0.171 0.469 0.836
C 0.414 1.636 -0.168 -0.207
N -0.264 2.546 0.577 -0.003
O -1.047 1.788 1.510 -0.153
H -1.848 -0.822 -1.294 0.100
H -1.277 0.751 -0.928 0.044
H 1.417 -2.556 -0.397 0.083
H 0.133 -2.665 1.038 0.122
H -0.232 -2.676 -0.944 0.090
H 0.765 2.245 -1.054 0.131
H -1.419 2.471 2.239 0.158
```

Properties
Total charge: 0
Energy (Ha): -722.701343
SMILES string: C=C(C)C(=S)/C=N\O
Lowest unoccupied orbital energy (Ha): -0.0437
2S+1: 1
E_HOMO (eV): -8.9
Energy relative to the best compared isomer or geometry (same formula, charge and spin) (eV): 5.8975


No. 4
Density functional theory data (the ωB97M-V functional and the def2-TZVPD basis) for C5H4F3N3OS in the gas phase at a distorted geometry.

The geometry in XYZ format:
```
17
Properties=species:S:1:pos:R:3:lowdin_charge:R:1
O 1.933 2.397 -0.093 0.113
C 1.061 1.570 -0.132 -0.403
N -0.379 1.749 -0.218 0.176
C -0.989 0.550 0.055 -0.304
C 0.003 -0.400 0.207 -0.474
N 1.261 0.187 0.078 0.112
C 2.497 -0.385 0.042 -0.590
F 2.383 -1.753 0.089 0.108
F 3.345 -0.033 -0.978 0.146
F 3.240 -0.141 1.119 0.162
S -0.638 -2.003 0.245 0.958
C -2.342 -1.407 -0.073 -0.407
N -2.343 0.055 0.015 -0.012
H -0.747 2.639 -0.605 0.179
H -2.917 -1.845 0.606 0.023
H -2.588 -1.658 -1.155 0.107
H -2.780 0.479 0.798 0.105
```

Properties
Total charge: 0
Energy (Ha): -1130.207990
SMILES string: O=c1[nH]c2c(n1C(F)(F)F)SCN2
Lowest unoccupied orbital energy (Ha): 0.0176
2S+1: 1
E_HOMO (eV): -7.5


No. 5
Density functional theory data (the ωB97M-V functional and the def2-TZVPD basis) for 2 unconnected molecules or ions with the total composition C4H10O2 at a distorted geometry.

The geometry in XYZ format:
```
16
Properties=species:S:1:pos:R:3:lowdin_charge:R:1
C -0.095 -1.257 0.315 -0.121
C 0.841 -0.011 0.240 -0.234
C 0.867 0.527 -1.198 -0.194
C 1.581 1.787 -1.454 -0.277
O 1.468 2.751 -0.735 0.046
H -0.546 -1.399 1.295 0.045
H 0.546 -2.105 0.044 0.070
H -0.960 -1.282 -0.361 0.068
H 1.827 -0.406 0.518 0.105
H 0.553 0.703 1.022 0.108
H -0.188 0.614 -1.492 0.122
H 1.161 -0.272 -1.900 0.120
H 2.140 1.949 -2.396 0.119
O -2.805 -0.824 1.971 -0.037
H -3.173 -0.208 1.348 0.032
H -3.219 -0.566 2.783 0.028
```

Properties
Total charge: 0
Energy (Ha): -308.855129
SMILES string: CCCC=O.O
Lowest unoccupied orbital energy (Ha): 0.0266
2S+1: 1
E_HOMO (eV): -9.7
Energy relative to the best compared isomer or geometry (same formula, charge and spin) (eV): 1.1709


No. 6
Density functional theory data (the ωB97M-V functional and the def2-TZVPD basis) for a molecular structure, C11H14CeClIrN2O6 at a distorted geometry.

The geometry in XYZ format:
```
36
Properties=species:S:1:pos:R:3:mulliken_spin:R:1
Ir -0.557 4.325 0.335 0.051
Cl 0.816 5.646 1.643 0.015
C -2.312 4.463 1.292 0.003
C -0.732 5.685 -1.156 0.000
H -2.786 5.340 0.811 -0.004
H -2.979 3.587 1.234 0.001
H -2.045 4.715 2.334 0.001
H -1.776 6.038 -1.118 -0.009
H -0.499 5.257 -2.143 -0.002
H -0.043 6.511 -0.900 0.004
Ce -0.301 1.604 -0.226 1.133
C 1.150 1.675 -1.968 0.004
C -1.777 3.170 -1.059 0.726
H 0.589 2.020 -2.851 -0.003
H 1.987 2.354 -1.749 -0.002
H 1.503 0.637 -2.100 0.000
H -1.566 3.503 -2.085 0.026
H -2.826 3.062 -0.743 0.032
O 0.931 -0.147 0.969 0.008
C 0.168 -1.057 0.474 0.012
O -0.867 -0.709 -0.225 0.003
C 0.475 -2.520 0.601 -0.041
C -0.381 -3.431 -0.031 0.074
C -0.059 -4.807 -0.017 -0.037
C 1.091 -5.268 0.644 0.085
C 1.923 -4.342 1.293 -0.073
C 1.622 -2.956 1.272 0.081
N 3.108 -4.803 1.964 0.352
O 3.370 -6.027 1.930 0.771
O 3.828 -3.967 2.552 0.765
N -0.895 -5.720 -0.746 0.003
O -1.913 -5.261 -1.310 -0.005
O -0.573 -6.926 -0.797 -0.005
H -1.277 -3.081 -0.541 0.005
H 1.330 -6.331 0.649 0.011
H 2.273 -2.238 1.769 0.016
```

Properties
Total charge: 0
Energy (Ha): -2027.745088
Lowest unoccupied orbital energy (alpha / beta) (Ha): -0.0509 / -0.1526
2S+1: 5
E_HOMO (alpha / beta) (eV): -8.7 / -8.9
Energy relative to the best compared isomer or geometry (same formula, charge and spin) (eV): 1.1587